{"formula": "C54H95BrClN5O7", "method": "the ωB97M-V functional and the def2-TZVPD basis", "smiles": "CCCCCCCCCCc1nc2c(C[C@@H](C)Br)c(NCCC)c(N=C(C)C)c(CN)c2nc1CC(=O)Cl.C1CCOC1.C1CCOC1.C1CCOC1.C1CCOC1.C1CCOC1.C1CCOC1", "homo_ev": -7.94, "energy_ha": -5949.102720, "orbital_gap_ha": 0.29282, "mol_weight_g_mol": 1041.74, "symbols": ["C", "C", "C", "C", "C", "C", "C", "C", "C", "C", "C", "N", "C", "C", "C", "C", "C", "Br", "C", "N", "C", "C", "C", "C", "N", "C", "C", "C", "C", "C", "N", "C", "N", "C", "C", "C", "O", "Cl", "H", "H", "H", "H", "H", "H", "H", "H", "H", "H", "H", "H", "H", "H", "H", "H", "H", "H", "H", "H", "H", "H", "H", "H", "H", "H", "H", "H", "H", "H", "H", "H", "H", "H", "H", "H", "H", "H", "H", "H", "H", "H", "H", "H", "H", "H", "H", "C", "C", "C", "O", "C", "H", "H", "H", "H", "H", "H", "H", "H", "C", "C", "C", "O", "C", "H", "H", "H", "H", "H", "H", "H", "H", "C", "C", "C", "O", "C", "H", "H", "H", "H", "H", "H", "H", "H", "C", "C", "C", "O", "C", "H", "H", "H", "H", "H", "H", "H", "H", "C", "C", "C", "O", "C", "H", "H", "H", "H", "H", "H", "H", "H", "C", "C", "C", "O", "C", "H", "H", "H", "H", "H", "H", "H", "H"], "positions_angstrom": [[-3.6285, -3.0205, 4.9554], [-2.6102, -2.1140, 4.2262], [-2.8518, -0.6276, 4.5693], [-3.8236, 0.0860, 3.5820], [-3.0440, 1.0511, 2.6583], [-2.9130, 2.5031, 3.1701], [-1.6946, 2.7980, 4.0851], [-0.5777, 3.6634, 3.4252], [0.6041, 2.8039, 2.8935], [0.1243, 2.0083, 1.6507], [1.1152, 1.9615, 0.5023], [1.4951, 0.7632, 0.1267], [2.3522, 0.7206, -0.9256], [2.7603, -0.5534, -1.3917], [2.2339, -1.7688, -0.6376], [0.6949, -2.0409, -0.7421], [-0.0095, -1.8643, 0.6282], [-0.2008, -1.0630, -2.1792], [3.5911, -0.6559, -2.4651], [4.0027, -1.9408, -2.9817], [2.8396, -2.5679, -3.6816], [3.2490, -3.3785, -4.9238], [2.0773, -3.3574, -5.9756], [4.0721, 0.5474, -3.1057], [4.9523, 0.4545, -4.2316], [4.4225, 0.7684, -5.3553], [5.1192, 1.7748, -6.2629], [3.1127, 0.2105, -5.8864], [3.6874, 1.7592, -2.6330], [4.2076, 3.0460, -3.2716], [3.1698, 3.6599, -4.1313], [2.7942, 1.8841, -1.5363], [2.4317, 3.1408, -1.1621], [1.5862, 3.1260, -0.1627], [1.0905, 4.4953, 0.2972], [2.1663, 5.3372, 0.9757], [1.9315, 6.4145, 1.4500], [3.8512, 4.7045, 1.0391], [-4.6314, -2.8500, 4.5576], [-3.2986, -4.0586, 4.8795], [-3.5543, -2.7678, 6.0183], [-2.5563, -2.2952, 3.1475], [-1.6255, -2.3689, 4.6464], [-3.1627, -0.4920, 5.6126], [-1.8673, -0.1450, 4.5038], [-4.2173, -0.7067, 2.9282], [-4.6926, 0.5412, 4.0663], [-2.0942, 0.5713, 2.4072], [-3.6116, 1.1064, 1.7157], [-2.9162, 3.1556, 2.2863], [-3.8208, 2.7770, 3.7220], [-1.2522, 1.9105, 4.5466], [-2.0752, 3.4075, 4.9160], [-1.0512, 4.1738, 2.5751], [-0.2261, 4.4504, 4.1015], [1.4528, 3.4603, 2.6736], [0.9115, 2.1578, 3.7223], [-0.0209, 0.9741, 1.9769], [-0.8568, 2.3358, 1.2869], [2.5178, -1.6276, 0.4111], [2.7882, -2.6454, -0.9767], [0.5888, -3.1007, -0.9827], [0.6484, -1.4095, 1.3690], [-0.2935, -2.8397, 1.0481], [-0.9459, -1.3071, 0.5317], [4.2888, -2.5227, -2.2044], [2.2078, -3.1445, -2.9959], [2.2386, -1.7283, -4.0386], [3.3662, -4.4317, -4.6471], [4.1289, -2.9753, -5.4248], [1.2013, -2.8168, -5.6048], [1.8383, -4.3670, -6.3151], [2.4238, -2.8000, -6.8547], [4.4832, 2.6497, -6.4221], [5.2789, 1.2886, -7.2355], [6.0534, 2.0635, -5.7813], [2.2251, 0.5860, -5.3616], [3.1656, -0.8777, -5.8701], [2.9769, 0.4972, -6.9366], [4.5011, 3.6932, -2.4369], [5.1208, 2.7763, -3.8030], [2.7295, 4.3790, -3.5679], [2.4857, 2.9291, -4.2953], [0.8380, 5.0301, -0.6273], [0.1717, 4.4467, 0.8753], [-3.2760, 7.2824, -1.2086], [-2.5980, 7.4831, -2.5573], [-1.2365, 6.8492, -2.3183], [-1.4344, 5.8007, -1.3618], [-2.7431, 5.9207, -0.7919], [-4.3636, 7.3164, -1.2532], [-2.9392, 8.0482, -0.5056], [-3.1380, 6.9313, -3.3306], [-2.5324, 8.5252, -2.8664], [-0.5316, 7.5706, -1.8908], [-0.7993, 6.4339, -3.2276], [-3.3631, 5.1118, -1.1931], [-2.6808, 5.8055, 0.2917], [-1.8488, -7.8216, 3.2496], [-2.1618, -7.5991, 1.7765], [-2.9834, -6.3216, 1.8238], [-2.5055, -5.5663, 2.9480], [-1.6585, -6.3959, 3.7470], [-0.9772, -8.4517, 3.4245], [-2.7073, -8.2805, 3.7464], [-1.2348, -7.4305, 1.2214], [-2.6928, -8.4270, 1.3080], [-4.0383, -6.5370, 1.9841], [-2.8840, -5.7236, 0.9150], [-0.6240, -6.0614, 3.6069], [-1.9215, -6.2779, 4.7998], [8.7187, 2.7830, -0.3516], [7.3342, 3.1781, 0.1441], [6.5567, 1.8819, -0.0406], [7.4953, 0.8148, 0.1330], [8.8233, 1.3448, 0.1336], [9.5194, 3.4179, 0.0261], [8.7455, 2.8132, -1.4437], [7.3788, 3.4406, 1.2044], [6.8947, 4.0167, -0.3954], [6.1400, 1.8074, -1.0519], [5.7425, 1.7721, 0.6778], [9.2071, 1.2997, 1.1591], [9.4610, 0.7296, -0.5026], [-7.7609, -7.9263, -0.3011], [-7.3660, -6.4836, -0.5847], [-6.5243, -6.1451, 0.6359], [-5.9018, -7.3656, 1.0566], [-6.5059, -8.4660, 0.3670], [-8.0434, -8.4884, -1.1904], [-8.5994, -7.9519, 0.3993], [-6.7524, -6.4371, -1.4879], [-8.2136, -5.8122, -0.7149], [-7.1463, -5.7799, 1.4596], [-5.7565, -5.3994, 0.4249], [-5.7898, -8.8362, -0.3749], [-6.7166, -9.2679, 1.0757], [3.4470, 6.9414, -5.5451], [4.1960, 8.1277, -6.1374], [5.1315, 7.4401, -7.1230], [4.4582, 6.2599, -7.5735], [3.3139, 6.0236, -6.7442], [2.4861, 7.2049, -5.1032], [4.0576, 6.4626, -4.7753], [3.4989, 8.7777, -6.6725], [4.7238, 8.7306, -5.3993], [6.0642, 7.1336, -6.6370], [5.3777, 8.0690, -7.9799], [2.4175, 6.2616, -7.3295], [3.2764, 4.9721, -6.4623], [-6.4238, -6.1373, 8.4557], [-6.6104, -4.7412, 9.0332], [-5.5124, -3.9628, 8.3238], [-5.3333, -4.5785, 7.0452], [-6.0293, -5.8281, 7.0193], [-7.3109, -6.7656, 8.5268], [-5.6037, -6.6456, 8.9690], [-7.5906, -4.3497, 8.7497], [-6.5286, -4.6985, 10.1186], [-4.5638, -4.0274, 8.8683], [-5.7630, -2.9096, 8.1881], [-6.9124, -5.7119, 6.3814], [-5.3859, -6.5940, 6.5841]], "lowdin_charge": [-0.1051, -0.2596, -0.2147, -0.1913, -0.2166, -0.1909, -0.1803, -0.1973, -0.1622, -0.1133, -0.1784, 0.2067, -0.1857, -0.1567, -0.1538, -0.6806, -0.1494, 0.7210, -0.1566, 0.0249, -0.2290, -0.2195, -0.1068, -0.1547, 0.1461, -0.3625, -0.0317, -0.0040, -0.1218, -0.1996, 0.0461, -0.1539, 0.1887, -0.2395, -0.0842, -0.7338, 0.0464, 0.6735, 0.0789, 0.0485, 0.0641, 0.0991, 0.1018, 0.1061, 0.0813, 0.1006, 0.1044, 0.0840, 0.1062, 0.0929, 0.1042, 0.0955, 0.1020, 0.0848, 0.1085, 0.0875, 0.1142, 0.0973, 0.1175, 0.1170, 0.0931, 0.0719, 0.0566, 0.0719, 0.0505, 0.1062, 0.1057, 0.0719, 0.0963, 0.0976, 0.0669, 0.0625, 0.0576, 0.0750, 0.0822, 0.0783, 0.0912, 0.0507, 0.0832, 0.1065, 0.0871, 0.0618, 0.0663, 0.1219, 0.1031, -0.1695, -0.1703, -0.2024, -0.1629, -0.2009, 0.1128, 0.1159, 0.1147, 0.1131, 0.1198, 0.1162, 0.1187, 0.1132, -0.1695, -0.1652, -0.1944, -0.1562, -0.2088, 0.1105, 0.1137, 0.1122, 0.1103, 0.0940, 0.1189, 0.1168, 0.1128, -0.1718, -0.1802, -0.2033, -0.1372, -0.2076, 0.1107, 0.1145, 0.1134, 0.1025, 0.1102, 0.1126, 0.1156, 0.1157, -0.1726, -0.1704, -0.2015, -0.1687, -0.2006, 0.1119, 0.1141, 0.1149, 0.1125, 0.1208, 0.1150, 0.1178, 0.1169, -0.1840, -0.1737, -0.2075, -0.1424, -0.2126, 0.1086, 0.1051, 0.1120, 0.1105, 0.1159, 0.1141, 0.1163, 0.0837, -0.1741, -0.1741, -0.2072, -0.1580, -0.2014, 0.1108, 0.1134, 0.1135, 0.1112, 0.1181, 0.1174, 0.1177, 0.1159]}